The following is a quantum chemistry calculation of a molecular structure, C57H45AlN3O4S2, from OMol25.

Each line ends with the Löwdin charge.
Element x y z (Å)
Al1 2.21 -0.53 -0.88  0.146
C1 2.63 0.13 -5.06  0.010
O1 3.91 -0.04 -4.35  0.125
C2 3.63 -0.42 -3.15  -0.267
N1 2.39 -0.55 -2.80  0.164
C3 1.55 -0.21 -3.99  -0.146
C4 0.63 -1.33 -4.44  -0.130
C5 0.33 -1.43 -5.74  -0.008
C6 -0.43 -2.53 -6.34  -0.042
C7 -1.03 -3.42 -5.56  -0.013
C8 -1.03 -3.21 -4.08  -0.167
C9 0.09 -2.34 -3.44  -0.131
C10 4.68 -0.63 -2.15  -0.102
C11 6.03 -0.68 -2.42  0.086
C12 6.89 -0.89 -1.34  0.058
C13 6.37 -1.03 -0.07  0.085
C14 4.99 -0.94 0.11  -0.093
N2 4.16 -0.76 -0.92  0.162
C15 4.34 -1.02 1.43  -0.332
N3 3.16 -0.63 1.65  0.203
C16 2.93 -0.91 3.12  -0.176
C17 4.32 -1.36 3.61  -0.022
O2 5.09 -1.53 2.39  0.064
C18 2.33 0.26 3.88  -0.165
C19 1.03 0.64 3.55  -0.078
C20 0.39 1.67 4.20  -0.060
C21 1.03 2.34 5.24  -0.049
C22 2.30 1.94 5.62  -0.046
C23 2.95 0.90 4.95  -0.016
H1 2.66 -0.59 -5.87  0.133
H2 2.61 1.14 -5.43  0.151
H3 0.98 0.68 -3.73  0.161
H4 0.71 -0.70 -6.44  0.122
H5 -0.45 -2.61 -7.42  0.118
H6 -1.55 -4.28 -5.97  0.125
H7 -1.13 -4.14 -3.54  0.162
H8 0.91 -2.88 -2.96  0.149
H9 6.39 -0.56 -3.43  0.150
H10 7.96 -0.94 -1.50  0.145
H11 7.00 -1.19 0.79  0.147
H12 2.24 -1.75 3.18  0.145
H13 4.32 -2.31 4.13  0.148
H14 4.85 -0.62 4.20  0.120
H15 0.51 0.07 2.79  0.056
H16 -0.62 1.95 3.92  0.099
H17 0.54 3.14 5.77  0.117
H18 2.80 2.43 6.44  0.119
H19 3.93 0.62 5.30  0.106
C24 -4.47 -2.79 -4.12  -0.005
C25 -3.37 -2.78 -3.12  -0.215
C26 -3.45 -3.36 -1.92  -0.021
C27 -2.33 -3.29 -1.00  -0.049
C28 -1.24 -2.53 -1.23  -0.331
C29 -1.00 -1.75 -2.48  -0.153
C30 -2.06 -2.18 -3.54  -0.142
S1 -0.09 -2.61 0.12  1.230
O3 1.13 -1.74 -0.31  -0.364
C31 -0.84 -1.79 1.50  -0.319
C32 -0.58 -2.50 2.70  -0.083
C33 -1.09 -2.06 3.88  0.012
C34 -1.89 -0.89 3.92  -0.146
C35 -2.43 -0.43 5.15  0.003
C36 -3.19 0.70 5.18  -0.025
C37 -3.44 1.43 4.00  -0.033
C38 -2.93 1.01 2.80  -0.014
C39 -2.14 -0.17 2.73  -0.121
C40 -1.62 -0.65 1.49  -0.149
C41 -1.98 0.12 0.25  -0.139
C42 -3.28 -0.04 -0.31  -0.109
C43 -4.26 -0.89 0.26  -0.008
C44 -5.51 -0.97 -0.27  -0.030
C45 -5.84 -0.24 -1.43  -0.029
C46 -4.92 0.58 -2.02  -0.006
C47 -3.62 0.71 -1.47  -0.133
C48 -2.68 1.63 -2.02  0.015
C49 -1.47 1.82 -1.44  -0.063
C50 -1.14 1.06 -0.29  -0.334
S2 0.43 1.25 0.47  1.189
O4 1.44 1.06 -0.74  -0.341
C51 0.56 2.94 0.90  -0.374
C52 1.82 3.37 1.32  -0.062
C53 1.96 4.67 1.78  -0.005
C54 0.87 5.53 1.86  -0.231
C55 1.03 6.92 2.40  -0.022
C56 -0.39 5.06 1.47  -0.001
C57 -0.55 3.77 0.99  -0.048
H20 -5.33 -3.34 -3.77  0.095
H21 -4.13 -3.24 -5.06  0.096
H22 -4.77 -1.77 -4.36  0.092
H23 -4.34 -3.88 -1.60  0.128
H24 -2.41 -3.84 -0.07  0.132
H25 -0.93 -0.68 -2.28  0.126
H26 -2.20 -1.39 -4.27  0.165
H27 0.01 -3.41 2.66  0.116
H28 -0.91 -2.61 4.80  0.137
H29 -2.23 -0.99 6.05  0.130
H30 -3.62 1.04 6.12  0.124
H31 -4.05 2.32 4.04  0.123
H32 -3.14 1.57 1.90  0.120
H33 -4.02 -1.45 1.16  0.130
H34 -6.26 -1.60 0.19  0.124
H35 -6.84 -0.31 -1.85  0.125
H36 -5.17 1.16 -2.90  0.128
H37 -2.97 2.20 -2.89  0.133
H38 -0.77 2.55 -1.83  0.130
H39 2.67 2.71 1.29  0.116
H40 2.94 5.01 2.09  0.131
H41 1.09 6.90 3.49  0.100
H42 0.20 7.56 2.12  0.089
H43 1.96 7.37 2.03  0.094
H44 -1.24 5.72 1.53  0.129
H45 -1.53 3.43 0.69  0.111

Results
LUMO: -8.78 eV
Maximum force: 0.38 eV Å⁻¹
HOMO-LUMO gap: 0.2200 hartree
Total charge: +3